5 unconnected molecules or ions with the total composition H10O5, computed with ωB97M-V/def2-TZVPD.

```
15
Properties=species:S:1:pos:R:3:forces:R:3:mulliken_charge:R:1
O -0.132 -2.273 -2.270 -0.08 -0.13 -0.07 -0.61
H -0.222 -1.317 -2.236 0.15 -0.02 0.09 0.29
H -0.108 -2.537 -1.344 0.01 0.13 -0.03 0.31
O -1.123 1.911 0.143 -0.49 -0.19 -0.15 -0.70
H -1.545 2.141 -0.696 0.12 0.11 0.16 0.34
H -1.853 1.773 0.762 0.13 0.20 -0.02 0.31
O 3.269 0.897 1.557 -0.01 -0.20 0.02 -0.68
H 3.364 0.502 2.431 0.01 0.05 -0.09 0.33
H 3.845 0.374 0.985 -0.06 0.09 0.05 0.33
O 0.929 -0.064 -0.146 -0.46 0.07 0.07 -0.64
H 1.497 0.274 0.560 0.05 0.06 -0.11 0.33
H 0.112 0.465 -0.076 0.61 -0.12 0.07 0.37
O -2.691 -1.012 -0.144 -0.06 0.19 0.07 -0.61
H -3.119 -0.959 0.718 0.06 -0.05 -0.09 0.31
H -2.222 -0.174 -0.245 0.02 -0.21 0.04 0.32
```
Forces are in eV/Å.

Structure (SMILES)   O.O.O.O.O
Energy above the lowest of the compared OMol25 structures with the same formula, charge and spin   1.112 eV
Calculated total energy   -382.1833 Eh
Total charge   0
2S+1   1
HOMO level   -10.6 eV

---

A molecular structure, H11Na3O6 in a non-equilibrium geometry, computed with ωB97M-V/def2-TZVPD.

```
20
Properties=species:S:1:pos:R:3:forces:R:3:mulliken_charge:R:1
Na 13.545 10.526 -6.774 0.65 0.42 0.13 0.95
Na 14.193 8.673 -9.700 0.79 0.36 -0.38 0.96
Na 11.108 10.592 -9.541 0.24 0.71 -0.18 0.97
O 13.384 11.044 -9.029 -0.82 -1.31 0.10 -1.21
H 14.323 11.200 -8.880 0.11 0.10 0.03 0.20
O 14.728 12.545 -11.162 -0.02 -0.62 -0.08 -0.64
H 13.974 12.151 -10.696 -0.11 0.22 -0.20 0.28
H 14.466 12.657 -12.087 0.07 0.21 0.18 0.31
O 16.914 12.357 -9.365 -0.19 -0.14 0.05 -0.65
H 16.145 12.499 -9.938 0.37 0.51 -0.25 0.33
H 17.703 12.548 -9.887 -0.06 0.02 0.06 0.34
O 16.058 10.682 -7.525 -0.47 0.11 0.18 -0.65
H 16.437 11.139 -8.320 0.14 -0.05 0.16 0.43
H 16.558 11.105 -6.810 -0.05 -0.24 -0.05 0.34
O 15.880 9.852 -10.887 -0.56 0.33 -0.05 -0.66
H 16.623 9.806 -11.504 -0.04 -0.28 0.18 0.30
H 15.541 10.765 -11.007 0.21 -0.28 -0.10 0.39
O 12.306 13.657 -9.456 -0.28 -0.67 -0.08 -0.60
H 11.816 13.837 -8.644 0.18 0.20 -0.08 0.31
H 12.811 12.837 -9.300 -0.15 0.41 0.38 0.32
```
Forces are in eV/Å.

Energy above the lowest of the compared OMol25 structures with the same formula, charge and spin   0.000 eV
Calculated total energy   -944.5143 Eh
Total charge   +2
2S+1   1
HOMO level   -17.4 eV

---

A molecular structure, H11NaO6 in a non-equilibrium geometry, computed with ωB97M-V/def2-TZVPD.

```
18
Properties=species:S:1:pos:R:3:forces:R:3:mulliken_charge:R:1
Na -3.230 -0.867 1.456 0.99 0.19 -0.45 0.86
O -0.540 -0.385 -0.158 -1.24 -0.34 0.16 -0.87
H -0.951 -0.941 -0.848 0.41 0.24 0.36 0.11
O 1.603 0.188 -2.719 0.31 0.12 -0.24 -0.64
H 1.322 -0.235 -3.530 0.00 -0.08 -0.20 0.29
H 0.910 -0.015 -2.090 -0.42 -0.03 0.67 0.31
O -0.579 -2.718 2.852 -0.51 -0.05 0.14 -0.65
H 0.283 -2.924 3.215 0.16 -0.06 0.13 0.29
H -0.398 -2.107 2.138 0.28 0.35 -0.60 0.34
O -3.145 1.160 -2.229 -0.49 -0.14 0.00 -0.66
H -2.459 0.868 -1.629 0.60 -0.12 0.31 0.34
H -2.712 1.795 -2.798 0.11 0.17 -0.11 0.31
O 3.240 -0.082 0.999 0.21 0.18 0.23 -0.64
H 3.365 -0.951 1.381 0.06 -0.18 0.05 0.29
H 2.425 -0.154 0.501 -0.40 0.01 -0.32 0.33
O 0.105 2.786 1.056 -0.20 0.37 0.17 -0.67
H 0.806 2.673 1.698 0.22 -0.01 0.09 0.31
H -0.045 1.908 0.707 -0.09 -0.61 -0.39 0.34
```
Forces are in eV/Å.

Energy above the lowest of the compared OMol25 structures with the same formula, charge and spin   2.279 eV
Calculated total energy   -620.2865 Eh
Total charge   0
2S+1   1
HOMO level   -8.5 eV

---

Q: Which value of HOMO level does entry 1 give?
A: -10.6 eV